No. 1
Molecular formula: C28H31N3O6
Method: DFT, the ωB97M-V functional and the def2-TZVPD basis

The geometry in XYZ format:
```
68
Properties=species:S:1:pos:R:3:forces:R:3:nbo_charge:R:1
H -3.0446 -5.0269 -0.6649 -0.078 0.076 0.093 0.2332
C -4.7370 4.6027 1.4258 0.053 0.178 -0.037 -0.2510
C 3.1541 4.1825 -1.8222 0.073 0.182 0.024 -0.2528
H 0.1831 2.5075 -1.4786 -0.062 0.085 0.045 0.2155
H -1.4320 3.2513 -1.5906 0.002 -0.015 0.042 0.1744
C -4.0609 -0.1216 1.0815 0.162 0.190 -0.112 -0.2177
N -2.1818 -1.0559 -0.1541 0.217 0.013 -0.262 -0.6195
C 4.2058 1.9574 -0.4213 0.064 0.332 -0.028 -0.3906
N 4.5393 -1.5163 0.7573 0.613 0.135 0.074 -0.6243
C -3.7727 -3.2637 -1.6791 0.112 -0.092 0.013 -0.4049
C 1.7308 -1.3341 1.7839 -0.086 -0.111 0.037 -0.1615
C 3.1300 1.8539 -1.2979 -0.073 -0.299 0.019 0.3163
O -0.6519 -5.2119 -0.6473 0.168 -0.175 -0.107 -0.6065
C -0.7506 2.6848 -0.9474 0.160 0.235 -0.107 -0.2554
C 4.6672 0.8332 0.2494 -0.194 -0.432 0.024 0.2918
H -4.7339 -3.7192 -1.9253 -0.059 0.006 0.032 0.2006
H -5.6860 0.8504 2.0887 -0.126 -0.016 0.076 0.2250
H 2.0986 -4.3309 0.2146 0.068 -0.119 -0.050 0.2440
C 0.2506 -3.2809 0.5257 0.090 0.514 0.331 -0.1629
H -3.9404 -2.2105 -1.4510 -0.113 -0.060 -0.030 0.2151
C 2.5466 0.6116 -1.5285 -0.010 0.298 -0.021 -0.2755
H 7.2151 1.7754 2.0450 -0.041 0.075 -0.052 0.2058
C 3.0127 -0.5072 -0.8706 0.270 0.229 -0.030 -0.1995
O -5.1168 3.2794 1.7040 -0.026 -0.288 0.017 -0.4935
O 5.7128 0.8319 1.1289 -0.346 -0.300 -0.200 -0.5014
H 2.3273 -0.5809 2.2772 0.078 0.098 0.005 0.2207
H -0.1286 -0.3080 2.1242 -0.037 0.122 0.038 0.2238
C -2.4429 1.3370 0.0681 0.026 -0.358 0.065 0.3514
C 3.8504 -2.5567 1.3053 -0.026 0.006 0.036 0.6649
C -0.7839 -4.1289 -0.1220 -0.051 -0.121 0.026 0.6714
H -5.5014 5.2304 1.8813 0.083 0.006 -0.051 0.2014
H -2.4887 -2.1610 1.5774 0.129 0.026 -0.118 0.2065
H -2.6238 -4.4338 -3.0836 0.074 -0.103 -0.071 0.2105
H -4.7079 4.7973 0.3481 0.016 -0.008 0.036 0.1730
C 6.4221 2.0274 1.3428 0.163 0.237 0.057 -0.2505
H -3.9419 -3.8978 0.3836 0.047 -0.077 -0.008 0.1898
C -3.1692 2.4365 0.4980 -0.012 0.320 -0.002 -0.3935
C -2.8873 0.0339 0.3552 0.001 0.322 -0.011 0.0664
H 4.6788 2.9101 -0.2532 0.051 0.091 0.023 0.2270
H -3.2537 -2.9207 -3.7467 0.026 0.041 -0.111 0.2086
H -2.8206 3.4293 0.2685 0.041 0.093 -0.028 0.2237
C -0.3709 -2.1539 1.0568 0.281 -0.497 -0.181 0.0714
H -1.8774 -2.9010 -2.6433 0.140 0.044 -0.036 0.2015
C -2.8241 -3.3878 -2.8637 -0.210 0.042 0.130 -0.6081
C 1.6179 -3.4555 0.6226 0.023 0.088 0.031 -0.1399
H 2.5702 -1.4678 -1.0752 -0.042 -0.072 -0.040 0.2289
H 1.7357 0.5389 -2.2339 -0.122 -0.013 -0.115 0.2255
H 2.5709 4.8433 -2.4616 0.074 0.004 0.056 0.2027
H 5.5287 -1.4895 0.9747 -0.163 -0.159 0.044 0.4201
C -3.2207 -3.9713 -0.4388 -0.282 0.004 -0.181 -0.2161
C -4.3389 2.2593 1.2323 -0.063 -0.266 0.044 0.3010
O -1.2686 1.4143 -0.6412 -0.453 -0.374 0.222 -0.5243
C 4.0497 -0.4129 0.0478 0.042 0.448 -0.173 0.1326
H 6.8665 2.4028 0.4155 -0.035 -0.014 0.033 0.1784
H -0.5427 3.2616 -0.0398 -0.018 -0.019 -0.023 0.1722
O 2.5845 2.9055 -1.9761 -0.043 -0.287 -0.023 -0.4998
C 0.3562 -1.1769 1.7049 -0.028 -0.021 0.036 -0.2250
O 4.4273 -3.4822 1.8349 -0.048 -0.206 0.028 -0.5853
C 2.3604 -2.4476 1.2304 -0.247 -0.270 0.214 -0.1367
H -3.7638 4.8463 1.8662 -0.026 -0.012 -0.031 0.1715
H 5.7848 2.8007 1.7834 0.014 -0.034 -0.034 0.1766
H 3.0865 4.5321 -0.7867 0.023 -0.016 -0.026 0.1741
H -4.4258 -1.1144 1.2941 -0.057 -0.134 -0.009 0.2127
H -1.4066 -0.7543 -0.7321 -0.022 -0.071 0.103 0.3988
H 4.1993 4.1992 -2.1465 -0.027 -0.003 0.025 0.1783
C -4.7769 0.9726 1.5236 -0.020 0.330 0.070 -0.2694
C -1.8328 -2.1754 0.6965 -0.096 0.059 0.006 0.0904
N -1.9557 -3.4434 0.0050 -0.042 0.109 0.156 -0.4320
```
Forces are in eV/Å.

ΔE to the lowest compared entry with this formula, charge and spin: 92.19 kJ/mol
Structure (SMILES): CCCN1C(=O)c2cc(C(=O)Nc3ccc(OC)cc3OC)ccc2[C@H]1Nc1ccc(OC)cc1OC
Frontier orbital gap: 7.88 eV
Lowest unoccupied orbital energy: 0.01259 hartree



No. 2
Molecular formula: C28H31N5O6PRuS5
Method: DFT, the ωB97M-V functional and the def2-TZVPD basis

The geometry in XYZ format:
```
77
Properties=species:S:1:pos:R:3:forces:R:3:lowdin_charge:R:1
C -2.8002 0.8994 3.8397 0.017 -0.040 -0.061 -0.0519
H -2.3139 2.7572 -0.3159 -0.001 0.012 0.048 0.0520
C 1.4936 2.6043 2.7481 0.001 0.033 -0.003 -0.1273
H 0.0015 -2.9442 -0.0861 0.032 -0.015 -0.010 0.1122
H 5.1951 -3.5951 -1.5884 0.033 -0.026 0.000 0.1077
C 0.6624 0.7564 4.0562 -0.001 -0.009 -0.025 -0.0876
H 1.5991 0.2991 -3.3143 -0.026 0.042 -0.014 0.0467
O 5.9695 -1.2474 -4.0797 0.025 0.057 -0.042 -0.3137
C 4.9677 -2.7282 -2.2068 0.163 0.022 0.032 -0.2065
C 2.6026 2.6891 3.5738 0.018 -0.022 0.038 -0.0678
H 3.4284 -2.3975 2.8576 0.007 -0.004 -0.022 0.1104
C 8.9974 -2.5848 -3.2689 0.008 0.006 -0.091 -0.1103
H -2.4822 1.7651 4.4054 0.023 0.028 0.012 0.1163
S -0.8309 1.8188 -3.4387 -0.065 -0.032 -0.076 0.0377
C 1.7743 0.8464 4.8798 0.017 -0.002 0.021 -0.0665
H -3.9902 -2.1854 1.7924 0.003 -0.007 -0.002 0.1289
C -2.8470 4.7148 0.3677 -0.012 0.033 0.001 -0.0585
H 1.8792 0.1669 5.7147 0.001 -0.012 0.015 0.1115
H 1.3808 3.3019 1.9262 -0.011 -0.005 0.022 0.0807
H 3.8026 -0.2690 1.8812 0.003 0.014 -0.010 0.1088
O 6.3669 -3.7038 -4.1828 0.019 -0.064 0.002 -0.2867
C 7.7591 -2.2853 -2.4411 -0.127 0.052 0.032 -0.2980
C 0.7724 -2.6426 -0.7700 0.205 -0.137 -0.011 -0.0409
S 6.2721 -2.4921 -3.4167 0.008 0.004 0.166 0.6421
Ru -0.4170 0.2585 -0.1860 0.152 0.258 -0.536 0.6435
P -0.8607 1.4925 1.8285 0.028 -0.001 -0.019 0.9994
H 4.9331 -1.8266 -1.5933 0.018 0.023 0.000 0.1113
C 1.7805 -3.3943 -1.2855 -0.178 -0.003 -0.042 -0.1181
N 0.8883 -1.3727 -1.2512 -0.037 -0.029 0.276 0.0384
C -2.6211 -0.5376 1.9172 0.066 0.138 0.063 -0.2062
H -1.9418 6.0669 3.3364 -0.005 0.018 0.015 0.1114
S 0.4904 3.0103 -2.4659 0.064 0.043 0.045 0.0643
O 3.0004 -5.3100 -1.5268 0.042 0.080 -0.028 0.0934
H 8.9599 -3.5960 -3.6676 0.016 -0.007 0.009 0.0791
H 3.3494 3.4499 3.3924 0.023 0.017 -0.001 0.1118
H 3.5702 -3.9424 -3.3110 -0.011 -0.049 -0.016 0.1280
N 2.4519 -2.2322 2.6959 -0.041 -0.017 0.061 0.1972
H -0.0846 -0.0042 4.2416 -0.017 -0.010 -0.007 0.1122
C -4.2715 -1.0009 3.5732 0.023 0.030 0.004 -0.0390
O 1.3569 -5.2715 -0.1258 -0.042 -0.048 -0.014 0.1048
C 2.7433 1.8103 4.6407 0.013 0.024 -0.019 -0.0695
C -1.5218 3.1658 1.6449 -0.015 -0.038 -0.002 -0.3585
H -3.2129 6.6146 1.2894 -0.015 0.029 -0.002 0.1116
H -5.0878 -1.6008 3.9486 -0.037 -0.024 0.013 0.1156
H 7.7439 -1.2532 -2.0922 -0.046 0.011 0.031 0.1031
C 2.4344 -0.1777 -2.8058 0.043 0.089 -0.050 0.0067
H 7.6791 -2.9523 -1.5823 -0.041 -0.082 -0.023 0.1018
C -2.1848 0.5666 2.6391 -0.056 -0.080 0.054 -0.2922
C -3.6658 -1.3332 2.3743 -0.003 0.002 0.019 0.0089
H -0.8647 3.8734 3.5722 0.003 -0.009 -0.006 0.1079
H 9.8796 -2.4840 -2.6388 0.006 -0.005 -0.011 0.0831
C -3.8406 0.1081 4.2998 -0.032 -0.047 -0.017 -0.0409
H -3.4019 4.9511 -0.5294 -0.015 0.014 -0.025 0.1131
C -1.4212 4.1019 2.6716 0.016 -0.004 0.043 -0.0843
H 2.8655 0.5470 -2.1152 -0.001 0.009 0.015 0.0657
C 1.9419 -1.3622 -2.0630 0.001 -0.101 -0.176 -0.2966
O -2.0374 -1.7734 -0.0491 -0.081 -0.205 -0.077 0.0480
C 2.0005 -1.2461 1.8905 0.072 0.044 -0.114 -0.6523
N 2.5095 -2.5873 -2.1414 -0.122 0.152 0.161 0.0636
C -2.0281 5.3409 2.5398 0.004 0.006 -0.004 -0.0616
H 1.7889 -2.9278 2.9898 0.010 -0.014 -0.005 0.1215
C -2.7413 5.6472 1.3900 0.004 -0.010 -0.005 -0.0602
O 0.8059 -1.1500 1.6013 -0.096 -0.007 0.141 -0.0673
C -2.2369 3.4782 0.4918 0.007 -0.039 -0.080 -0.1037
H 3.6021 1.8863 5.2935 0.024 0.000 0.013 0.1095
H 9.0891 -1.8875 -4.0995 0.005 0.005 -0.026 0.0862
H 3.6333 -2.2687 -3.8430 0.036 -0.094 0.064 0.1164
H -4.3294 0.3580 5.2310 -0.020 0.004 0.033 0.1153
C -1.9082 -0.8076 0.6511 -0.062 -0.013 0.087 -0.4655
N 2.0664 -4.7630 -0.9676 0.017 0.078 0.032 -0.3333
S 0.9473 2.2044 -0.6821 -0.027 -0.087 0.009 0.0856
C 3.6659 -2.9200 -2.9706 -0.056 -0.024 -0.142 -0.1401
H 2.5576 0.4488 0.9735 -0.010 0.053 -0.018 0.0544
S -1.7828 0.6317 -2.1336 0.062 0.000 0.134 0.1283
N 2.9385 -0.3919 1.3783 0.017 -0.069 0.071 0.1953
C 0.5174 1.6363 2.9882 -0.025 0.023 0.018 -0.3657
H 3.1929 -0.4294 -3.5429 -0.023 0.037 0.031 0.0794
```
Forces are in eV/Å.

ΔE to the lowest compared entry with this formula, charge and spin: 76.60 kJ/mol
Total charge: +1
Spin multiplicity: 5
Frontier orbital gap (alpha / beta): 7.52 / 6.35 eV
Lowest unoccupied orbital energy (alpha / beta): -0.10154 / -0.17859 hartree